ORCA calculation (ωB97M-V/def2-TZVPD) on C25H50O2 in the gas phase.

Calculated values
- SMILES = CCCCCCCCCCCCCCCCCCCCCCCCC(=O)O
- M (g/mol) = 382.673
- energy relative to the best compared isomer or geometry (same formula, charge and spin) (kJ/mol) = 17.66
- 2S+1 = 1

Each line ends with the natural charge from an NBO analysis.
Element x y z (Å)
O -14.05858 -1.23714 -0.68606  -0.594
O -13.89560 -3.36400 -0.04239  -0.690
C 11.57131 -0.94224 1.90954  -0.395
C 3.98061 0.49932 -0.63316  -0.384
C 9.56488 -1.52696 0.38926  -0.401
C -4.82373 1.59667 0.11954  -0.392
C -11.36912 -0.65740 -0.02460  -0.387
C 9.45260 -0.16644 -0.29423  -0.401
C 10.13011 -1.44534 1.80881  -0.387
C -3.39134 1.90337 0.55045  -0.383
C -7.85378 0.88318 0.61463  -0.392
C 1.52256 0.93658 -0.20761  -0.384
C 12.57454 -1.84098 1.19626  -0.609
C -7.27269 2.27664 0.38534  -0.385
C 2.54653 0.09222 -0.96213  -0.384
C -9.31872 0.80575 0.19059  -0.384
C 5.00581 -0.34666 -1.38430  -0.383
C -0.93524 1.40339 0.18751  -0.384
C 7.45979 -0.77163 -1.82559  -0.392
C -2.36922 1.06091 -0.20875  -0.384
C 8.89291 -0.24787 -1.71588  -0.384
C -13.39793 -2.13133 -0.23378  0.799
C -9.90585 -0.58751 0.40215  -0.386
C -11.95434 -2.04984 0.18678  -0.511
C 0.08796 0.55942 -0.56847  -0.384
C 6.43833 0.09071 -1.08752  -0.394
C -5.83998 2.43171 0.89589  -0.385
H -0.74948 2.46092 -0.01530  0.192
H 2.37983 0.19948 -2.03673  0.192
H 4.14710 0.39931 0.44213  0.192
H 9.49095 -0.78573 2.40185  0.197
H 1.68563 1.99192 -0.43935  0.192
H -7.90560 3.00676 0.89613  0.198
H 2.40242 -0.96124 -0.71054  0.192
H -14.82514 -3.39823 -0.31807  0.496
H -0.80959 1.24763 1.26165  0.192
H -7.77001 0.62780 1.67373  0.192
H -0.07651 -0.49683 -0.34237  0.192
H 7.40774 -1.79573 -1.45207  0.194
H -9.90039 1.53205 0.76278  0.194
H -4.92945 1.80287 -0.94829  0.192
H 13.58962 -1.50062 1.38932  0.209
H -11.95537 0.06564 0.54501  0.209
H 4.12368 1.55139 -0.89167  0.192
H 4.81940 -0.26829 -2.45824  0.192
H -5.80116 2.15747 1.95277  0.192
H 11.64015 0.07014 1.50821  0.194
H -11.39868 -2.79726 -0.38440  0.231
H -3.18234 2.96225 0.37945  0.192
H 6.56476 1.13429 -1.38622  0.193
H -2.49412 1.22414 -1.28198  0.192
H -9.40303 1.07538 -0.86456  0.195
H 7.19202 -0.80117 -2.88527  0.200
H 10.07988 -2.44110 2.25746  0.196
H 10.18490 -2.18798 -0.21869  0.195
H -5.55666 3.48461 0.81930  0.198
H 1.67072 0.80933 0.86742  0.192
H 12.48424 -2.86664 1.54817  0.200
H -9.32529 -1.31405 -0.17157  0.192
H -7.30120 2.50751 -0.68215  0.193
H -9.82186 -0.85740 1.45768  0.192
H 8.57286 -1.97803 0.45405  0.200
H 6.61033 0.02898 -0.01163  0.193
H 8.93077 0.75149 -2.15762  0.197
H 8.82861 0.49329 0.31124  0.195
H 4.88270 -1.39600 -1.10520  0.193
H -0.05915 0.69253 -1.64303  0.192
H -5.02109 0.53465 0.27471  0.194
H 12.41453 -1.82979 0.12134  0.199
H -2.55566 0.00221 -0.01306  0.192
H 11.83659 -0.88900 2.96860  0.200
H 10.44370 0.28728 -0.35576  0.200
H -11.45993 -0.38918 -1.07852  0.209
H -11.89699 -2.34156 1.23809  0.231
H -3.28859 1.71698 1.62218  0.193
H -7.28115 0.14703 0.04812  0.194
H 9.54348 -0.89401 -2.31135  0.197